1.
Molecular formula: C8H10N2
Method: DFT, ωB97M-V/def2-TZVPD

## Properties
ΔE to the lowest compared entry with this formula, charge and spin   54.3 kcal/mol
LUMO energy   1.038 eV
M   134.18 g/mol
SMILES string   CC1(c2ccccc2)NN1
DFT total energy   -420.2431 a.u.

ORCA input file:
```
! wB97M-V def2-TZVPD RIJCOSX def2/J DEFGRID3
* xyz 0 1
C 1.7884 -1.1278 -0.8468
C 1.4094 0.2019 0.1926
C -0.0591 0.2650 0.2085
C -0.7412 1.1627 -0.5212
C -2.0957 1.0462 -0.7805
C -2.7484 -0.0370 -0.1416
C -2.1278 -0.9712 0.6737
C -0.7570 -0.7748 0.8742
N 2.2816 0.4344 1.2885
N 2.1470 1.3311 0.1459
H 1.3274 -2.0488 -0.4281
H 2.8807 -1.1500 -0.6039
H 1.5304 -0.9118 -1.8168
H -0.1274 2.0755 -0.8680
H -2.6861 1.5791 -1.5509
H -3.7788 -0.1586 -0.2585
H -2.7962 -1.6165 1.2341
H -0.1207 -1.3664 1.5479
H 1.6959 0.7533 2.0728
H 2.9775 1.3136 -0.4219
*
```

Now the Löwdin charges, all in e: 0.0470, -0.5483, -0.2298, -0.0694, -0.0591, -0.1032, -0.0736, -0.0303, 0.0778, 0.0527, 0.0712, 0.0726, 0.0274, 0.1428, 0.1126, 0.0754, 0.1037, 0.1196, 0.1076, 0.1034


2.
Molecular formula: C3H14N2O2
Method: DFT, ωB97M-V/def2-TZVPD

## Properties
ΔE to the lowest compared entry with this formula, charge and spin   35.6 kcal/mol
LUMO energy (spin up / spin down)   -3.099 / -8.750 eV
M   110.16 g/mol
DFT total energy   -382.3161 a.u.
<S²>   0.756

ORCA input file:
```
! wB97M-V def2-TZVPD RIJCOSX def2/J DEFGRID3
* xyz 1 2
N -0.0907 0.0457 -0.5934
C 0.5759 -0.0126 0.7687
C 0.2394 1.2041 1.6328
C 0.1483 -1.2709 1.4820
N 0.7344 -2.5600 1.0746
H -0.0220 0.9883 -1.1306
H 0.3366 -0.6583 -1.1902
H 1.7683 -0.1112 0.6581
H 0.8582 1.2723 2.5257
H 0.3143 2.1932 1.3199
H -0.8901 1.1314 1.8707
H -0.9289 -1.3422 1.3819
H 0.3107 -1.1848 2.6717
H 1.5504 -2.8712 1.5477
H -0.0260 -3.2617 0.8447
H -3.6400 3.7735 -3.0072
H -3.8427 4.3295 -4.3547
O -3.3823 4.5621 -3.5625
H 2.2412 -2.2883 -2.0673
H 1.5381 -2.1191 -0.6358
O 2.2070 -1.8197 -1.2369
*
```

Now the Löwdin charges, all in e: 0.2993, -0.3609, -0.0540, -0.2323, 0.0246, 0.2003, 0.0916, 0.2240, 0.0972, 0.0572, 0.1320, 0.1222, 0.1891, 0.0927, 0.1411, 0.0573, 0.0134, -0.0707, 0.0595, -0.0442, -0.0392


3.
Molecular formula: C27H73F3HfN4O20S2
Method: DFT, ωB97M-V/def2-TZVPD

## Properties
LUMO energy   -2.724 eV
M   1073.51 g/mol
DFT total energy   -3939.9916 a.u.

ORCA input file:
```
! wB97M-V def2-TZVPD RIJCOSX def2/J DEFGRID3
* xyz 0 1
Hf -2.1393 -2.2292 -4.2405
C 1.3135 -4.9366 -3.9258
C -0.1736 -5.4234 -3.9963
O -0.9628 -4.2684 -4.0328
H 1.9417 -5.8265 -3.9633
H 1.4133 -4.3700 -3.0000
H 1.6235 -4.3021 -4.7561
H -0.4511 -6.1152 -3.2009
H -0.2662 -5.9434 -4.9498
S -4.6308 -0.5986 -3.8063
O -4.0578 -1.3070 -4.9493
O -5.8158 -1.2252 -3.2477
O -3.5010 -0.7797 -2.9340
O -4.6809 0.7884 -4.1593
C 0.1122 -0.2290 -0.3755
F 1.3740 0.0213 0.1797
F -0.8326 -0.2461 0.5927
F -0.1574 0.7471 -1.2889
S 0.0850 -1.9371 -1.2690
O -0.4215 -3.0374 -0.3927
O -0.8457 -1.7380 -2.3869
O 1.4198 -2.2744 -1.7917
C -2.4038 -0.7859 9.2112
O -2.0630 -0.9070 7.8623
C -1.0522 -0.0435 7.3547
C -1.6687 1.3001 7.1388
N -2.8239 1.2316 6.1529
C -2.6106 0.6983 4.7877
C -1.6654 1.6940 4.0165
O -0.3274 1.1314 3.8245
C 0.4486 1.8174 2.8685
H -1.6191 -0.7945 9.9677
H -3.1630 -1.5610 9.3156
H -2.6555 0.2610 9.3805
H -0.5948 -0.4251 6.4418
H -0.3237 0.0363 8.1615
H -0.9216 1.9932 6.7521
H -2.0077 1.8689 8.0047
H -3.4385 0.5475 6.5705
H -3.5863 0.7429 4.3038
H -2.2795 -0.3399 4.8143
H -1.9220 2.6770 4.4115
H -2.1257 1.5139 3.0450
H 1.3214 1.2606 2.5276
H 0.7765 2.8325 3.0923
H -0.1249 1.8823 1.9438
C -0.1884 10.6039 -6.2910
O -0.6714 9.2803 -6.3548
C -1.8306 9.2694 -5.4577
C -2.4011 7.8639 -5.4099
N -1.3600 6.8784 -5.0250
C -0.6435 7.1267 -3.7750
C 0.3934 6.0192 -3.3406
O -0.4053 4.8047 -3.4015
C 0.1253 3.8556 -2.5707
H -0.9688 11.3568 -6.4013
H 0.3962 10.8954 -7.1636
H 0.2699 10.7905 -5.3198
H -2.5774 9.9107 -5.9258
H -1.5834 9.6115 -4.4527
H -2.6260 7.6651 -6.4578
H -3.3287 7.6415 -4.8825
H -0.6079 6.9097 -5.6984
H -1.2567 7.2048 -2.8772
H -0.0740 8.0557 -3.8046
H 0.9590 6.1704 -2.4211
H 1.1502 5.9784 -4.1239
H -0.4943 2.9606 -2.6267
H 0.0074 4.2091 -1.5464
H 1.1541 3.5146 -2.6868
C -6.0228 -7.8909 -4.7547
O -5.1431 -7.9849 -3.6055
C -5.0377 -6.7465 -2.8841
C -4.1162 -6.7565 -1.6482
N -2.9783 -5.8895 -1.6569
C -2.3685 -6.1160 -0.2629
C -1.3928 -7.2828 -0.0840
O -2.0148 -8.5397 -0.2148
C -1.0524 -9.6146 -0.4390
H -6.9216 -7.4412 -4.3328
H -6.0928 -8.9619 -4.9447
H -5.4590 -7.4268 -5.5639
H -6.0058 -6.3883 -2.5340
H -4.4974 -6.0984 -3.5741
H -3.8418 -7.8104 -1.6017
H -4.7342 -6.3288 -0.8589
H -2.2975 -5.9169 -2.4025
H -3.0604 -6.3447 0.5477
H -1.7173 -5.3494 0.1569
H -1.0317 -7.3652 0.9411
H -0.6311 -7.1065 -0.8436
H -1.5654 -10.5755 -0.3999
H -0.2580 -9.6432 0.3068
H -0.5521 -9.3928 -1.3816
C 4.3911 0.3064 2.0385
O 5.4221 1.2372 2.0003
C 5.6312 1.9200 3.2293
C 7.1823 1.8125 3.5421
N 7.4517 2.3348 4.9335
C 6.7911 3.6070 5.3236
C 7.2750 4.8977 4.5569
O 6.7253 6.0526 5.0701
C 6.9107 7.1871 4.1305
H 3.4875 0.9159 2.0245
H 4.4129 -0.3356 2.9191
H 4.3866 -0.2943 1.1290
H 5.0132 1.5919 4.0651
H 5.3667 2.9760 3.1754
H 7.7356 2.3696 2.7861
H 7.5412 0.7927 3.4035
H 7.0750 1.6438 5.5666
H 7.1284 3.8106 6.3399
H 5.7024 3.5658 5.3557
H 7.0694 4.7673 3.4944
H 8.3605 4.9261 4.6518
H 6.8291 8.0934 4.7306
H 6.2238 7.1270 3.2863
H 7.9105 7.1959 3.6966
O 3.1641 -4.0813 -1.3196
H 2.5214 -4.7368 -1.5908
H 2.8482 -3.2628 -1.7023
O -0.3690 -4.6076 1.8300
H -0.4636 -4.0001 1.0964
H 0.4965 -4.9980 1.7083
O -3.1461 -3.3699 -2.3758
H -3.1789 -4.2922 -2.1217
H -3.5915 -2.9091 -1.6647
O 0.1485 -1.8333 -4.9873
H 0.4510 -1.0485 -5.4441
H 0.9351 -2.3687 -4.8833
*
```

Atomic partial charges in e from the Löwdin method, atoms 1 to 99: 2.1653, -0.0577, -0.3386, -0.4067, 0.0853, 0.0321, 0.0654, 0.0881, 0.1036, 0.1910, -0.4442, -0.2842, -0.4081, -0.2783, -0.4990, 0.0892, 0.1351, 0.1141, 0.6559, -0.2999, -0.4478, -0.3203, -0.1184, -0.2104, -0.2069, -0.1893, -0.0715, -0.1875, -0.1669, -0.1856, -0.1301, 0.0817, 0.1011, 0.0740, 0.1238, 0.1186, 0.1096, 0.1065, 0.0828, 0.1114, 0.1133, 0.1255, 0.1009, 0.0577, 0.0887, 0.0669, -0.1406, -0.1798, -0.2239, -0.1780, -0.0484, -0.2123, -0.1718, -0.1802, -0.1756, 0.0767, 0.0883, 0.0891, 0.1175, 0.1117, 0.1135, 0.1217, 0.0986, 0.1180, 0.0978, 0.1161, 0.1102, 0.0756, 0.0876, 0.0872, -0.0713, -0.2245, -0.1973, -0.2014, -0.0403, -0.1293, -0.2440, -0.2112, -0.0703, 0.0882, 0.0885, 0.0839, 0.1210, 0.1130, 0.1232, 0.1268, 0.0898, 0.1275, 0.0788, 0.1303, 0.1115, 0.0875, 0.0794, 0.0797, -0.1189, -0.1900, -0.2142, -0.1538, -0.0678


4.
Molecular formula: F6H22O11P
Method: DFT, ωB97M-V/def2-TZVPD

## Properties
ΔE to the lowest compared entry with this formula, charge and spin   37.0 kcal/mol
LUMO energy   2.668 eV
M   343.13 g/mol
DFT total energy   -1781.7033 a.u.

ORCA input file:
```
! wB97M-V def2-TZVPD RIJCOSX def2/J DEFGRID3
* xyz -1 1
P -21.4640 -2.9234 -2.7125
F -20.5628 -1.7094 -3.4233
F -20.9596 -2.5641 -1.2353
F -22.8164 -1.9352 -2.6489
F -22.1903 -4.2047 -2.1349
F -21.8454 -3.5761 -4.1998
F -20.0601 -3.8172 -2.8863
O -23.1364 -5.0362 -6.4362
H -22.3604 -5.2555 -5.9204
H -23.4097 -5.8677 -6.8237
O -22.5292 -7.5785 -2.9984
H -23.2804 -7.8088 -2.4517
H -22.2477 -6.7239 -2.6719
O -23.2437 0.8158 -1.7628
H -23.0234 0.0457 -2.2869
H -22.5083 1.4141 -1.8946
O -19.4468 -3.8499 -5.3775
H -19.8451 -3.5906 -4.5467
H -19.7339 -3.1820 -6.0002
O -20.1357 -1.5520 -6.8786
H -20.7584 -1.0209 -7.3750
H -20.5758 -1.7222 -6.0458
O -20.4839 0.6998 -2.4654
H -20.5753 -0.2304 -2.6718
H -19.5812 0.7903 -2.1599
O -19.2135 -0.9969 -0.3728
H -19.8975 -0.4103 -0.0498
H -19.6576 -1.5545 -1.0116
O -21.6872 -6.0393 0.2071
H -21.0025 -5.5909 0.7034
H -21.8335 -5.4821 -0.5573
O -20.6316 -3.7600 1.5354
H -20.4210 -3.3019 0.7218
H -21.5751 -3.9143 1.4866
O -23.4158 -3.1794 0.4118
H -23.4965 -3.2569 -0.5388
H -23.5337 -2.2458 0.5874
O -25.0512 -2.9390 -4.1097
H -24.1242 -2.8205 -3.9024
H -25.5142 -2.5756 -3.3548
*
```

Now the Löwdin charges, all in e: 0.3414, -0.1551, -0.1355, -0.1515, -0.1174, -0.1615, -0.1736, -0.0558, 0.0145, 0.0237, -0.0487, 0.0300, 0.0046, -0.0690, -0.0163, 0.0061, -0.0639, -0.0497, -0.0247, -0.0389, 0.0475, 0.0167, -0.0563, -0.0279, 0.0374, -0.0516, 0.0366, -0.0224, -0.0540, 0.0021, -0.0130, -0.0540, 0.0080, 0.0045, -0.0360, 0.0062, 0.0487, -0.0521, -0.0227, 0.0235


5.
Molecular formula: C23H41ClF6NO10P2
Method: DFT, ωB97M-V/def2-TZVPD

## Properties
LUMO energy   2.177 eV
M   702.97 g/mol
DFT total energy   -3449.9078 a.u.

ORCA input file:
```
! wB97M-V def2-TZVPD RIJCOSX def2/J DEFGRID3
* xyz -1 1
C -3.6019 -5.1832 1.5943
C -2.9623 -3.6381 1.5998
C -2.4396 -3.3369 0.0397
C -2.0403 -1.7266 -0.1760
C -3.4939 -1.0369 -0.2875
C -3.9109 -0.2858 -1.6608
O -4.9995 0.6819 -1.2971
C -5.2684 1.6130 -2.3992
C -6.5609 1.0557 -3.2686
F -7.4975 0.4631 -2.2418
F -6.0448 0.0590 -4.2361
F -7.2044 2.2391 -3.9371
O -1.6621 -1.3709 1.2352
P -0.3041 -0.2351 1.3972
C 1.4429 0.5579 1.6000
C 1.9380 1.4466 0.3166
O 3.2092 1.2422 -0.1284
C -0.6951 -0.4387 3.2789
P 0.7928 -0.9069 4.3667
O 0.1769 -1.6670 5.6505
O 1.6382 0.4903 5.0680
O 1.9272 -2.0241 3.6665
C -1.3108 1.3763 1.2311
Cl -1.4617 1.9955 -0.5491
C -0.7417 2.6636 2.0757
C -1.9717 3.7975 2.0417
O -0.0896 -0.1735 -0.3668
C -0.7456 -1.3304 -1.0655
C 0.5248 -2.4219 -0.9960
C 1.9986 -1.6919 -1.0329
N 2.5443 -1.0167 -2.0976
C -0.8674 -1.2293 -2.7302
C -1.8531 -2.4227 -3.3548
O -2.2464 -2.0051 -4.7381
H -4.4021 -5.3431 0.7556
H -2.6701 -5.9160 1.5092
H -4.0276 -5.3621 2.6933
H -2.0727 -3.6813 2.3727
H -3.8300 -2.9127 1.8994
H -3.2888 -3.6865 -0.7221
H -1.5410 -4.0635 -0.1290
H -4.3202 -1.8761 -0.0886
H -3.6585 -0.2578 0.6020
H -4.3856 -1.0222 -2.4659
H -3.0874 0.3544 -2.1854
H -4.3428 1.9100 -3.0484
H -5.6476 2.6252 -1.8923
H 0.4380 -1.4722 1.6061
H 1.5714 1.2078 2.5628
H 2.2343 -0.3302 1.7067
H 1.3405 2.2871 -0.2344
H -1.2070 0.4979 3.7622
H -1.4866 -1.3257 3.3931
H 2.6084 0.3102 4.8905
H 2.8125 -1.5927 3.4787
H -2.4167 1.1925 1.6421
H -0.3834 2.4251 3.1641
H 0.1745 3.2182 1.5489
H -1.7200 4.5836 1.1790
H -2.9949 3.3016 1.7444
H -2.0184 4.4358 3.0335
H 0.4785 -3.0413 -0.0016
H 0.4847 -3.1565 -1.9108
H 2.6925 -1.7897 -0.0674
H 3.4929 -0.6377 -1.8875
H 0.1979 -1.4384 -3.2262
H -1.1717 -0.1502 -3.0948
H -2.8046 -2.6239 -2.7052
H -1.1926 -3.3995 -3.5045
H -1.4571 -1.4745 -5.0900
C 5.7764 4.2158 -1.6395
C 5.8573 2.8296 -1.0274
O 7.2174 2.3709 -0.9976
C 7.9826 2.8174 0.0487
O 7.5692 3.5691 0.9275
C 9.3856 2.2146 -0.0165
F 9.9167 2.2492 -1.2727
F 9.3994 0.9048 0.3650
F 10.2797 2.8547 0.7889
H 6.2457 4.2281 -2.6286
H 4.7352 4.5358 -1.7370
H 6.3084 4.9497 -1.0261
H 5.2968 2.1223 -1.6475
H 5.4123 2.8025 -0.0262
*
```

Now the Löwdin charges, all in e: -0.1603, -0.2278, -0.1313, -0.3137, -0.0775, -0.1761, -0.2050, -0.1025, -0.1872, -0.0022, 0.0107, -0.0173, -0.3963, 0.5249, -0.2531, -0.1344, -0.1577, -0.3095, 0.7057, -0.4408, -0.2474, -0.2361, -0.6018, 0.5919, -0.2944, -0.1647, -0.4459, -0.2907, -0.1116, -0.1659, 0.0400, -0.0935, -0.1995, -0.1612, 0.0690, 0.0769, 0.0761, 0.1202, 0.1088, 0.1130, 0.1077, 0.1295, 0.1343, 0.1353, 0.0835, 0.1508, 0.1572, 0.0267, 0.0761, 0.0799, 0.1055, 0.0773, 0.1021, 0.0623, 0.0705, 0.0973, 0.0992, 0.1012, 0.0706, 0.0684, 0.0706, 0.1064, 0.1060, 0.1188, 0.0194, 0.1131, 0.1141, 0.1023, 0.1266, 0.0989, -0.0623, -0.2168, 0.0114, -0.3275, 0.1398, -0.4719, 0.1353, 0.1403, 0.1351, 0.0797, 0.0839, 0.0738, 0.1192, 0.1166